No. 1
A cluster of 2 separate species, C6H9N in total in a non-equilibrium geometry. Source: the OMol25 dataset; level of theory: ωB97M-V with the def2-TZVPD basis set.

Molar mass in g/mol: 95.14
ΔE to the lowest compared entry with this formula, charge and spin in kcal/mol: 46.8
Energy in a.u.: -288.70747
SMILES: C=C(C)C#N.C=C
E_HOMO in eV: -10.0198
Spin multiplicity: 1
Total charge: 0

Last column: Löwdin charge in e.
Geometry (Å):
1 C 0.14088 -0.48827 -1.46190  0.069
2 C 1.22180 -0.12529 -0.76839  -0.364
3 C 1.30779 1.07911 0.13436  -0.062
4 C 2.43014 -0.90555 -0.90206  -0.204
5 N 3.41640 -1.50382 -1.00805  0.150
6 H 0.13961 -1.36701 -2.09922  0.081
7 H -0.77592 0.08765 -1.39222  0.056
8 H 1.91702 1.85987 -0.33336  0.088
9 H 1.78051 0.82142 1.08837  0.088
10 H 0.31094 1.47958 0.33430  0.066
11 C -1.50274 -0.34981 1.48559  -0.093
12 C -2.46756 0.03599 0.65803  -0.094
13 H -1.12620 0.30208 2.27036  0.055
14 H -1.03383 -1.32751 1.40011  0.059
15 H -2.83420 -0.61865 -0.13024  0.052
16 H -2.92464 1.02019 0.72433  0.052

Forces on atoms 1 to 2 (eV/Å):
C 0.14 0.05 0.05
C -0.17 -0.01 -0.16

No. 2
An isolated molecule of C2H5NO2S in a non-equilibrium geometry. Source: the OMol25 dataset; level of theory: ωB97M-V with the def2-TZVPD basis set.

Molar mass in g/mol: 107.13
ΔE to the lowest compared entry with this formula, charge and spin in kcal/mol: 81.8
Energy in a.u.: -682.50927
E_HOMO in eV: -9.4224
Spin multiplicity: 1
Total charge: 0

Last column: Löwdin charge in e.
Geometry (Å):
1 C 0.44752 0.01030 0.15299  -0.383
2 C 0.51722 1.42422 0.04420  -0.057
3 N -0.96211 -2.24651 0.08190  -0.169
4 O 1.44116 -0.89843 -0.38059  -0.129
5 O -2.19221 0.03350 0.62395  -0.515
6 S -1.02145 -0.78973 1.01759  0.902
7 H 0.21000 1.79451 0.91863  0.046
8 H 1.45126 1.55196 -0.41560  0.083
9 H -0.33190 1.72001 -0.77254  0.184
10 H -1.35604 -3.04982 0.53212  0.038
11 H -0.01758 -2.40953 -0.16459  -0.001

Forces on atoms 1 to 2 (eV/Å):
C 5.09 -8.63 -3.34
C -2.09 -1.08 -5.14

No. 3
A cluster of 2 separate species, C4H9O2 in total in a non-equilibrium geometry. Source: the OMol25 dataset; level of theory: ωB97M-V with the def2-TZVPD basis set.

Molar mass in g/mol: 89.11
ΔE to the lowest compared entry with this formula, charge and spin in kcal/mol: 55.5
Energy in a.u.: -308.25644
E_HOMO in eV: -3.7573
Spin multiplicity: 1
Total charge: -1

Last column: Löwdin charge in e.
Geometry (Å):
1 C 0.55317 0.66651 -1.86051  -0.204
2 C -0.95559 0.94454 -2.00039  -0.181
3 H 0.91006 -0.42546 -1.97547  0.074
4 H 1.24939 1.40832 -2.39163  0.071
5 H 0.80499 0.23463 -0.81599  0.072
6 H -1.40447 1.49575 -2.70905  -0.018
7 H -1.38791 -0.05224 -1.95596  0.055
8 H -1.31101 1.61729 -0.98640  0.126
9 C 0.00658 -0.19929 2.31247  -0.077
10 C 0.46814 -1.64593 1.70707  -0.820
11 O 1.49715 -2.01225 2.29290  -0.120
12 O -0.35280 -2.32993 1.07385  -0.111
13 H 0.72509 0.49057 1.79955  0.035
14 H 0.24310 -0.27936 3.42829  0.060
15 H -1.04590 0.08684 2.08129  0.038

Forces on atoms 1 to 2 (eV/Å):
C 1.53 -1.73 0.55
C 1.04 -0.89 6.21